Molecular formula: C23H54KN4O8P2
Method: DFT, ωB97M-V/def2-TZVPD

Results
Charge: +1
Max |F|: 1.344 eV Å⁻¹
Orbital gap: 0.3283 Eh
ΔE to the lowest compared entry with this formula, charge and spin: 9.1 kcal/mol

Positions of all 92 atoms, in Å:
K  -0.79526  -0.59394  0.58482
C  -3.94435  1.60474  2.06505
C  -2.53929  2.11349  2.38293
N  -1.51425  1.06196  2.41365
C  -1.51578  0.20765  3.61690
C  -2.12430  -1.19483  3.46693
N  -1.25428  -2.14111  2.73943
C  -1.64470  -3.54993  2.93564
C  -2.78287  -4.01029  2.02696
C  -2.39122  -4.40023  0.60721
N  -1.94161  -3.31309  -0.28448
C  -2.87612  -1.46766  -1.55068
C  -3.72827  -0.25628  -1.24395
N  -3.29064  0.38731  -0.00554
C  -4.25329  1.30674  0.59957
H  -4.15289  0.71876  2.66959
H  -4.65818  2.36121  2.40245
H  -2.22971  2.83903  1.62234
H  -2.56211  2.65637  3.33764
H  -0.60026  1.49043  2.30056
H  -0.48147  0.09638  3.96060
H  -2.04278  0.71692  4.43235
H  -2.32571  -1.57372  4.47861
H  -3.08424  -1.13170  2.95202
H  -0.30721  -2.02344  3.09186
H  -0.75788  -4.16054  2.74202
H  -1.91490  -3.72110  3.98549
H  -3.22889  -4.89846  2.48214
H  -3.58813  -3.27163  1.99278
H  -1.53918  -5.08754  0.60455
H  -3.21035  -4.88830  0.08787
H  -1.40487  -2.69516  0.32313
H  -1.80721  -1.24990  -1.53619
H  -3.13099  -1.93050  -2.50018
H  -3.72054  0.41165  -2.11628
H  -4.75265  -0.60858  -1.11713
H  -2.44290  0.91530  -0.19355
H  -4.32152  2.25033  0.03745
H  -5.23875  0.84209  0.53252
C  2.96861  -1.70609  -3.33752
C  1.57683  -2.09730  -2.90148
C  0.59816  -2.29190  -4.03185
O  1.01206  -1.12313  -1.95427
P  0.99749  0.43926  -1.89033
O  -0.18757  0.91355  -1.12832
C  2.48298  0.92392  -0.99341
P  2.32267  0.56324  0.76956
O  1.53771  -0.67830  0.93761
O  3.73042  0.67495  1.43643
C  4.91209  -0.19995  1.25001
C  4.52816  -1.60014  0.83795
C  5.86273  0.48871  0.30291
O  1.54834  1.78377  1.40197
C  2.11567  3.12820  1.57673
C  2.29595  3.35222  3.05723
C  1.15907  4.08901  0.91579
O  1.15171  0.94083  -3.35878
C  0.39402  2.03544  -4.01760
C  0.54569  3.31396  -3.23342
C  -1.03246  1.59603  -4.23751
H  3.35077  -2.47850  -4.00711
H  3.65380  -1.64632  -2.49148
H  2.98173  -0.76352  -3.88581
H  1.62792  -2.99675  -2.28867
H  0.53242  -1.39739  -4.65243
H  -0.39103  -2.53727  -3.64700
H  0.92699  -3.11774  -4.66435
H  2.63876  1.99918  -1.12423
H  3.34445  0.40253  -1.41448
H  5.33341  -0.22006  2.25392
H  4.08391  -1.63166  -0.15963
H  3.82819  -2.05722  1.53303
H  5.43648  -2.20422  0.80585
H  5.47578  0.50608  -0.71742
H  6.80945  -0.05279  0.28215
H  6.06516  1.51033  0.61990
H  3.08655  3.14230  1.07418
H  1.33204  3.28482  3.56542
H  2.70440  4.34666  3.24208
H  2.97342  2.61605  3.48622
H  0.18417  4.04990  1.40565
H  1.02051  3.85088  -0.13822
H  1.53580  5.10967  0.99306
H  0.91823  2.11519  -4.96833
H  0.03926  3.25105  -2.26951
H  0.09159  4.13171  -3.79549
H  1.59636  3.56499  -3.08462
H  -1.55459  1.47852  -3.28834
H  -1.07124  0.65894  -4.79204
H  -1.55589  2.35502  -4.82168
O  -3.12000  -2.43424  -0.48697
O  -4.29959  -3.19486  -0.89243

Molecular formula: C23H55Br10Cl2N3O3
Method: DFT, ωB97M-V/def2-TZVPD

Results
Charge: -1
Max |F|: 4.521 eV Å⁻¹
Orbital gap (alpha / beta): 0.0792 / 0.2910 Eh
2S+1: 2

Positions of all 96 atoms, in Å:
Br  21.93252  -0.80263  24.53424
C  20.36272  0.40928  24.39137
C  19.46357  0.20415  25.67510
Br  18.05268  1.57489  25.85806
H  19.73507  0.20279  23.52446
H  20.75220  1.41985  24.26829
H  20.10727  0.32382  26.54655
H  19.16836  -0.84450  25.71098
Br  18.62758  0.99590  29.27251
C  16.65012  1.11047  29.05142
C  16.24064  -0.25215  28.50069
Br  14.35254  -0.14645  27.93007
H  16.40027  1.86280  28.30330
H  16.14968  1.35053  29.98952
H  16.35526  -1.00275  29.28270
H  16.90011  -0.60629  27.70836
Br  20.82457  3.69812  26.62732
C  19.25207  4.87064  26.29979
C  19.69172  6.34611  26.11706
Br  20.73050  6.78197  24.45410
H  18.65145  4.80327  27.20688
H  18.59072  4.50117  25.51607
H  20.35242  6.56919  26.95480
H  18.79930  6.96350  26.21956
Br  20.04808  -3.65958  25.56434
C  21.84698  -4.55472  25.82309
C  22.01329  -4.81785  27.42628
Br  23.60969  -5.88039  27.77114
H  22.64617  -3.96323  25.37640
H  21.72742  -5.45400  25.21885
H  21.17439  -5.27722  27.94907
H  22.17478  -3.91665  28.01778
Br  25.36050  2.74097  27.53083
C  24.39704  1.14950  28.24918
C  23.30640  0.60253  27.32961
Br  22.35945  -0.88568  28.33810
H  24.03371  1.40816  29.24376
H  25.06190  0.30188  28.41533
H  23.71296  0.18395  26.40896
H  22.60200  1.41076  27.13293
C  27.08920  -5.98939  26.20232
C  27.85326  -4.68338  26.23895
C  27.08108  -3.38511  26.43782
O  26.23339  -3.14512  25.32769
C  25.21382  -2.21523  25.66432
N  28.98151  -4.74194  27.19896
H  26.54609  -6.25439  27.10946
H  27.82102  -6.74681  25.92154
H  26.30430  -5.89159  25.45234
H  28.33711  -4.74929  25.26445
H  27.77591  -2.54930  26.51988
H  26.53865  -3.41907  27.38265
H  24.48422  -2.16169  24.85628
H  25.49460  -1.16395  25.72808
H  24.70628  -2.43525  26.60352
H  29.42401  -3.84365  27.06713
H  29.62128  -5.42193  26.81373
C  20.03471  -2.95075  19.96288
C  21.42069  -2.42544  20.19243
C  21.42652  -0.88526  20.27430
O  20.93059  -0.39471  19.07844
C  20.91677  1.02924  18.97314
N  21.89003  -2.98516  21.45217
H  19.36891  -2.67698  20.78133
H  20.02630  -4.03795  19.88525
H  19.76115  -2.55017  18.98676
H  21.99982  -2.73523  19.32252
H  22.43786  -0.55297  20.50855
H  20.86321  -0.56327  21.15015
H  20.31832  1.54868  19.72157
H  20.54284  1.30339  17.98667
H  21.94635  1.36108  19.10709
H  21.41226  -2.47784  22.18324
H  22.87165  -2.79726  21.59783
C  17.37791  -0.39611  19.98307
C  16.93409  0.05270  21.37549
C  15.37223  0.13516  21.30600
O  14.79280  0.92022  20.29834
C  14.95505  2.32211  20.46990
N  17.33375  -1.05166  22.27568
H  16.98242  0.26159  19.20904
H  16.92609  -1.38248  19.87795
H  18.46104  -0.47948  19.89378
H  17.40969  0.98531  21.67903
H  15.08381  0.53216  22.27930
H  14.84772  -0.82024  21.29190
H  16.02194  2.54508  20.48091
H  14.54727  2.59028  21.44452
H  14.38312  2.81310  19.68254
H  16.72451  -1.84659  22.14522
H  18.15369  -1.57175  21.99762
C  18.26435  -3.32751  28.67400
Cl  19.43911  -2.91690  29.93909
Cl  16.59886  -3.53863  29.36490
H  18.26853  -2.65790  27.81395
H  18.45655  -4.31766  28.26074

Molecular formula: C23H55CrN3OP4Se
Method: DFT, ωB97M-V/def2-TZVPD

Results
Charge: +3
Max |F|: 3.794 eV Å⁻¹
Orbital gap (alpha / beta): 0.1273 / 0.1095 Eh
2S+1: 4

Positions of all 88 atoms, in Å:
Cr  -0.35965  -0.33367  -2.47240
P  -2.24136  0.02472  -1.29889
P  0.55029  -2.27184  -1.72838
P  0.40293  1.75168  -2.15082
H  3.47066  -1.07208  0.60274
C  3.57101  0.03455  0.63847
C  3.12798  0.73174  1.67567
H  2.17661  0.43995  2.14148
C  -3.40503  1.08208  -2.20801
C  -3.04474  -1.59174  -1.03013
C  -2.25372  0.79781  0.37575
C  2.26827  -2.70135  -2.07868
C  0.33670  -2.53886  0.08805
C  -0.41681  -3.57220  -2.52390
C  2.07527  1.82242  -2.87744
C  0.53373  2.46559  -0.46249
C  -0.52830  2.95937  -3.10646
H  4.15143  0.47290  -0.19163
H  3.65451  1.60289  2.11184
H  -4.42290  0.86115  -1.86783
H  -3.31216  0.85730  -3.27923
H  -3.17074  2.13864  -2.03327
H  -4.11833  -1.42825  -0.89222
H  -2.62612  -2.08251  -0.14379
H  -2.87807  -2.22033  -1.91156
H  -3.11452  0.43937  0.95419
H  -2.30632  1.88931  0.28638
H  -1.34071  0.52729  0.92032
H  2.58727  -3.51234  -1.41677
H  2.91655  -1.83489  -1.92957
H  2.35319  -3.02649  -3.12067
H  1.09230  -3.27186  0.40723
H  -0.67475  -2.93168  0.28058
H  0.46737  -1.59650  0.63777
H  0.23282  -4.44228  -2.69961
H  -0.82171  -3.22610  -3.48789
H  -1.25799  -3.88119  -1.88904
H  2.31127  2.87627  -3.07650
H  2.07644  1.25228  -3.82029
H  2.80414  1.38462  -2.17953
H  1.54059  2.88432  -0.32184
H  0.36504  1.69859  0.30676
H  -0.22572  3.25990  -0.36174
H  0.14818  3.76383  -3.40978
H  -1.34371  3.38050  -2.51557
H  -0.94794  2.49299  -4.00182
C  -0.37668  -0.32637  -5.84146
C  0.81440  -0.96476  -5.52957
C  1.94410  -0.54286  -6.14606
C  1.92498  0.48082  -7.10605
C  0.70829  1.08986  -7.41691
C  -0.44559  0.72861  -6.79347
Se  -1.94963  -0.76572  -4.89515
H  0.51791  -0.18864  -1.23883
H  0.81555  -1.79065  -4.81554
H  2.91032  -1.02448  -5.91331
H  2.83238  0.78492  -7.60900
H  0.65813  1.85916  -8.19281
H  -1.40114  1.21213  -6.98744
C  1.64853  -1.74326  3.95458
N  0.39643  -1.23902  4.50865
C  0.18774  -1.55400  5.91940
P  -0.30376  0.11731  3.81641
O  -0.02891  0.11288  2.33983
N  -1.87049  -0.03605  4.42632
C  -2.75267  1.12993  4.44582
C  -2.57381  -1.29734  4.18677
N  0.18478  1.58288  4.49319
C  0.33837  1.68107  5.94596
C  1.11988  2.41552  3.74678
H  1.76167  -2.77732  4.28469
H  2.50885  -1.16053  4.30804
H  1.62305  -1.71551  2.86110
H  0.93573  -1.06485  6.55802
H  -0.81905  -1.26381  6.24037
H  0.29778  -2.63805  6.03146
H  -3.10043  1.39266  3.43977
H  -3.61657  0.86681  5.05876
H  -2.23723  1.98315  4.89256
H  -2.90374  -1.38551  3.14386
H  -1.93398  -2.14469  4.44389
H  -3.45402  -1.30091  4.83349
H  1.20680  1.10473  6.30381
H  0.52243  2.73757  6.16555
H  -0.56872  1.36341  6.48051
H  2.06008  1.89726  3.55041
H  0.67991  2.74303  2.80291
H  1.33511  3.28466  4.36326

Molecular formula: C23H56O12P
Method: DFT, ωB97M-V/def2-TZVPD

Results
Charge: +1
Max |F|: 0.937 eV Å⁻¹
Orbital gap: 0.2747 Eh

Positions of all 92 atoms, in Å:
C  -0.92371  2.37208  -3.18505
C  -0.28063  1.53202  -2.08902
O  1.13345  1.68512  -2.03996
C  1.59980  2.42294  -0.95874
C  1.07089  3.86481  -0.93213
P  1.88774  4.87433  0.30872
C  0.73719  5.34404  1.65845
O  0.18597  6.62357  1.49919
O  -0.09381  6.82018  0.10881
H  -1.98618  2.49982  -2.98858
H  -0.77817  1.92104  -4.16276
H  -0.48386  3.36977  -3.23479
H  -0.53944  0.49439  -2.29698
H  -0.75432  1.76519  -1.13032
H  1.37676  1.90943  -0.01378
H  2.68742  2.43497  -1.05189
H  0.00424  3.91457  -0.71077
H  1.21597  4.31528  -1.91466
H  3.00696  4.24728  0.85670
H  2.34063  6.04556  -0.28174
H  1.28402  5.34624  2.60214
H  -0.04312  4.57941  1.72019
H  0.41439  7.62101  -0.08104
C  7.14765  0.90877  -6.01905
O  6.67468  -0.11926  -5.17837
C  7.35356  -0.17888  -3.93705
C  6.45543  -0.72240  -2.85137
O  5.48111  0.19969  -2.37970
C  4.36792  0.46621  -3.21412
C  3.34920  -0.64792  -3.28573
O  3.78746  -1.69095  -4.13348
C  3.26402  -2.94479  -3.75815
H  8.18282  0.72940  -6.32927
H  6.51323  0.92538  -6.90281
H  7.08624  1.88496  -5.52294
H  7.70944  0.81665  -3.64618
H  8.22166  -0.84384  -4.03669
H  7.08464  -0.93120  -1.98387
H  5.99548  -1.66231  -3.16128
H  4.67861  0.77167  -4.21539
H  3.87009  1.32038  -2.74521
H  2.41473  -0.23498  -3.69108
H  3.15595  -1.02547  -2.27327
H  3.51760  -3.17948  -2.71751
H  3.70498  -3.70073  -4.40358
H  2.17348  -2.95889  -3.87789
C  -3.87118  -5.64574  -0.58030
O  -2.89111  -4.99684  0.20003
C  -1.94853  -5.89468  0.76148
C  -0.60519  -5.22960  0.94630
O  0.13584  -5.06394  -0.25260
C  -0.27403  -4.05931  -1.16099
C  0.03834  -2.65272  -0.70158
O  -0.88180  -2.21812  0.28720
C  -0.32298  -1.29039  1.18258
H  -4.50474  -6.29672  0.03204
H  -4.49172  -4.87481  -1.03286
H  -3.41162  -6.23994  -1.37818
H  -1.82748  -6.77486  0.12022
H  -2.31378  -6.22553  1.74297
H  0.00494  -5.89610  1.55914
H  -0.71021  -4.28676  1.48696
H  -1.32707  -4.16770  -1.42853
H  0.31412  -4.24282  -2.06362
H  -0.03929  -1.96761  -1.55915
H  1.06276  -2.62037  -0.31173
H  0.57864  -1.69764  1.65450
H  -1.06127  -1.08685  1.95668
H  -0.07804  -0.34574  0.67352
C  -6.79439  2.81588  3.39056
O  -6.13333  1.61135  3.70350
C  -5.27204  1.16288  2.67533
C  -4.11604  0.36958  3.23835
O  -3.10621  1.15827  3.85578
C  -3.39585  1.71693  5.13018
C  -3.39619  0.71853  6.26456
O  -4.58070  -0.05290  6.25893
C  -4.41015  -1.33343  6.82629
H  -7.48589  2.68793  2.55020
H  -7.36032  3.11537  4.26989
H  -6.07655  3.60912  3.14805
H  -4.88151  2.01445  2.10373
H  -5.84027  0.51511  1.99392
H  -3.61469  -0.11538  2.39684
H  -4.47065  -0.41786  3.90498
H  -4.32781  2.28465  5.11341
H  -2.57941  2.41872  5.31865
H  -3.33412  1.26828  7.21399
H  -2.51421  0.07215  6.17692
H  -3.60790  -1.88517  6.32255
H  -5.34426  -1.87494  6.69483
H  -4.18429  -1.26982  7.89646